(1)
{
  "formula": "C68H64BF11N2OSi",
  "method": "ωB97M-V/def2-TZVPD",
  "species": ["H", "N", "C", "C", "Si", "B", "N", "O", "H", "H", "H", "H", "H", "H", "H", "H", "F", "C", "C", "C", "C", "C", "C", "H", "H", "H", "H", "H", "F", "C", "C", "C", "C", "C", "C", "H", "H", "H", "H", "H", "F", "C", "C", "C", "C", "C", "C", "H", "H", "H", "H", "H", "F", "C", "C", "C", "C", "C", "C", "H", "H", "H", "H", "H", "F", "C", "C", "C", "C", "C", "C", "H", "H", "H", "H", "H", "F", "C", "C", "C", "C", "C", "C", "H", "H", "H", "H", "H", "F", "C", "C", "C", "C", "C", "C", "H", "H", "H", "H", "H", "F", "C", "C", "C", "C", "C", "C", "H", "H", "H", "H", "H", "F", "C", "C", "C", "C", "C", "C", "H", "H", "H", "H", "H", "F", "C", "C", "C", "C", "C", "C", "H", "H", "H", "H", "H", "F", "C", "C", "C", "C", "C", "C", "H", "H", "H", "H", "H"],
  "xyz": [[-4.69260, -5.37770, -0.42384], [-4.59378, -4.93899, 0.49393], [-3.47263, -5.28217, 0.94914], [-2.47265, -6.14388, 0.23159], [-0.72488, -5.57354, 0.76317], [-0.42596, -3.81527, -0.14816], [-0.19056, -2.56455, 0.50870], [-0.49625, -3.82868, -1.54976], [-3.15584, -4.91808, 1.91699], [-2.55020, -5.92835, -0.82610], [-2.63555, -7.19777, 0.41288], [-0.78943, -5.43738, 2.24437], [0.31438, -6.57510, 0.48130], [-0.21355, -2.65090, 1.51642], [-0.86809, -1.86050, 0.22860], [-1.32459, -3.39884, -1.82096], [-4.49758, -0.27611, -0.65289], [-5.77823, -0.71605, -0.75185], [-6.78980, 0.19002, -0.98942], [-8.08939, -0.28106, -1.09594], [-8.35492, -1.63684, -0.95670], [-7.31803, -2.52659, -0.71241], [-6.01625, -2.06397, -0.61304], [-6.55996, 1.24284, -1.09118], [-8.89599, 0.41251, -1.28966], [-9.37099, -1.99863, -1.03735], [-7.52013, -3.58226, -0.59480], [-5.19284, -2.73822, -0.42245], [-1.50422, -0.11140, 1.50634], [-1.45592, 1.22256, 1.28018], [-0.61015, 2.00003, 2.04353], [-0.55957, 3.36588, 1.80290], [-1.35522, 3.93060, 0.81524], [-2.20118, 3.12821, 0.06340], [-2.25270, 1.76107, 0.29183], [-0.00280, 1.53952, 2.81183], [0.10421, 3.99014, 2.38569], [-1.31546, 4.99386, 0.63079], [-2.82368, 3.56875, -0.70403], [-2.89729, 1.11643, -0.28540], [2.25046, 5.52634, 2.08634], [2.96642, 5.37293, 0.94862], [3.27586, 4.09858, 0.51942], [4.00868, 3.94420, -0.64817], [4.42536, 5.06141, -1.35872], [4.10532, 6.33382, -0.90605], [3.36530, 6.49623, 0.25570], [2.94589, 3.24145, 1.09267], [4.25380, 2.95564, -1.00240], [4.99917, 4.93845, -2.26752], [4.43243, 7.20440, -1.45791], [3.09940, 7.47831, 0.62322], [-2.91650, 6.45781, -0.36139], [-4.05218, 6.73506, 0.31457], [-3.97064, 7.05047, 1.65586], [-5.13914, 7.33634, 2.34512], [-6.36353, 7.29619, 1.69137], [-6.42031, 6.97384, 0.34358], [-5.25624, 6.69314, -0.35568], [-3.00670, 7.06820, 2.14704], [-5.09336, 7.59047, 3.39523], [-7.27264, 7.51796, 2.23354], [-7.37261, 6.94253, -0.16676], [-5.27701, 6.44902, -1.40944], [-6.33101, 9.39521, -1.43063], [-5.41610, 10.24911, -1.92878], [-5.57295, 10.73184, -3.21195], [-4.62602, 11.61160, -3.71452], [-3.53954, 11.98740, -2.93699], [-3.40057, 11.48524, -1.65068], [-4.34633, 10.61131, -1.13613], [-6.42384, 10.42070, -3.80307], [-4.73724, 12.00417, -4.71592], [-2.80168, 12.67106, -3.33420], [-2.55249, 11.77350, -1.04489], [-4.26132, 10.21140, -0.13386], [-0.42273, -8.70129, 1.39583], [0.53788, -9.39750, 2.04881], [0.19885, -10.08596, 3.19463], [1.18401, -10.80375, 3.85578], [2.48390, -10.81569, 3.36941], [2.80039, -10.11204, 2.21594], [1.82060, -9.39775, 1.54289], [-0.81973, -10.05749, 3.55848], [0.93532, -11.35450, 4.75232], [3.24981, -11.37420, 3.88980], [3.81314, -10.11813, 1.83758], [2.04297, -8.84853, 0.63784], [-2.27588, -14.48206, -0.57300], [-2.31236, -13.16210, -0.84487], [-1.55996, -12.29808, -0.07533], [-1.59733, -10.94075, -0.36016], [-2.38786, -10.46956, -1.39988], [-3.13919, -11.35589, -2.15874], [-3.10131, -12.71509, -1.88515], [-0.95546, -12.68640, 0.73415], [-1.01213, -10.25341, 0.22576], [-2.41680, -9.40992, -1.61827], [-3.75770, -10.98955, -2.96680], [-3.67353, -13.42386, -2.46848], [-6.61525, -1.11604, -4.14745], [-5.74156, -0.23929, -4.67755], [-5.93044, 0.19105, -5.97556], [-5.02925, 1.09478, -6.51891], [-3.95398, 1.54773, -5.76729], [-3.78142, 1.09904, -4.46529], [-4.68260, 0.20265, -3.90952], [-6.77062, -0.17990, -6.54721], [-5.16716, 1.44517, -7.53268], [-3.25161, 2.24938, -6.19650], [-2.94222, 1.44774, -3.87806], [-4.56430, -0.14979, -2.90002], [7.53509, 4.29657, 3.80479], [6.41268, 4.58514, 4.49424], [6.51402, 4.90225, 5.83345], [5.35797, 5.20224, 6.53827], [4.12492, 5.17375, 5.90185], [4.04536, 4.84826, 4.55446], [5.19804, 4.55469, 3.83993], [7.48452, 4.91232, 6.31118], [5.42118, 5.45886, 7.58698], [3.22564, 5.40586, 6.45631], [3.08861, 4.82200, 4.06006], [5.16071, 4.30617, 2.78705], [4.79384, 1.57741, -2.46143], [5.91900, 0.82987, -2.44449], [5.85302, -0.46317, -1.96807], [7.00997, -1.22638, -1.95218], [8.20887, -0.68829, -2.40090], [8.25032, 0.61533, -2.87383], [7.09639, 1.38428, -2.90112], [4.90995, -0.85984, -1.61636], [6.97492, -2.24389, -1.58653], [9.11042, -1.28578, -2.38308], [9.18345, 1.03678, -3.22130], [7.10493, 2.40101, -3.27065], [10.09667, -4.71768, 2.32964], [10.14805, -3.39071, 2.09854], [10.99212, -2.61026, 2.86167], [11.04398, -1.24588, 2.61796], [10.25206, -0.68241, 1.62730], [9.40748, -1.48572, 0.87386], [9.35500, -2.85233, 1.10584], [11.59594, -3.06873, 3.63318], [11.70447, -0.62168, 3.20402], [10.29267, 0.38261, 1.44297], [8.78687, -1.04801, 0.10794], [8.70851, -3.49853, 0.52638]],
  "lowdin_charge": [0.056, 0.090, -0.335, -0.308, 0.740, -0.700, 0.148, 0.040, 0.085, 0.064, 0.064, -0.035, -0.055, 0.058, 0.064, 0.096, 0.021, -0.298, -0.025, -0.081, -0.091, -0.072, -0.017, 0.121, 0.105, 0.101, 0.105, 0.083, 0.040, -0.274, -0.016, -0.079, -0.087, -0.069, -0.010, 0.117, 0.094, 0.089, 0.104, 0.091, 0.032, -0.293, -0.021, -0.068, -0.086, -0.080, -0.016, 0.120, 0.082, 0.100, 0.104, 0.118, 0.044, -0.290, -0.021, -0.082, -0.092, -0.091, -0.026, 0.116, 0.104, 0.101, 0.107, 0.121, 0.055, -0.284, -0.018, -0.085, -0.098, -0.082, -0.014, 0.117, 0.104, 0.100, 0.105, 0.116, -0.013, -0.298, -0.015, -0.080, -0.092, -0.077, -0.014, 0.121, 0.106, 0.102, 0.106, 0.117, 0.055, -0.288, -0.008, -0.068, -0.089, -0.085, -0.021, 0.117, 0.072, 0.097, 0.104, 0.116, 0.062, -0.278, -0.018, -0.086, -0.098, -0.076, -0.010, 0.117, 0.103, 0.100, 0.105, 0.088, 0.055, -0.285, -0.022, -0.087, -0.093, -0.077, -0.007, 0.116, 0.103, 0.100, 0.085, 0.108, 0.039, -0.279, -0.008, -0.091, -0.113, -0.076, -0.013, 0.121, 0.106, 0.105, 0.107, 0.117, 0.055, -0.289, -0.019, -0.083, -0.089, -0.078, -0.014, 0.117, 0.104, 0.102, 0.074, 0.114],
  "e_homo_ev": -9.17,
  "max_force_ev_per_a": 1.5,
  "smiles": "[H]/N=C\\C[SiH2]B(N)O.Fc1ccccc1.Fc1ccccc1.Fc1ccccc1.Fc1ccccc1.Fc1ccccc1.Fc1ccccc1.Fc1ccccc1.Fc1ccccc1.Fc1ccccc1.Fc1ccccc1.Fc1ccccc1",
  "charge": 0,
  "orbital_gap_ev": 9.59
}

***

(2)
{
  "formula": "C68H76B2F9N4O5",
  "method": "ωB97M-V/def2-TZVPD",
  "species": ["C", "C", "N", "N", "C", "N", "B", "O", "O", "C", "C", "B", "O", "C", "C", "N", "C", "C", "C", "O", "O", "C", "C", "C", "C", "H", "H", "H", "H", "H", "H", "H", "H", "H", "H", "H", "H", "H", "H", "H", "H", "H", "H", "H", "H", "H", "H", "H", "H", "H", "H", "H", "H", "H", "H", "H", "F", "C", "C", "C", "C", "C", "C", "H", "H", "H", "H", "H", "F", "C", "C", "C", "C", "C", "C", "H", "H", "H", "H", "H", "F", "C", "C", "C", "C", "C", "C", "H", "H", "H", "H", "H", "F", "C", "C", "C", "C", "C", "C", "H", "H", "H", "H", "H", "F", "C", "C", "C", "C", "C", "C", "H", "H", "H", "H", "H", "F", "C", "C", "C", "C", "C", "C", "H", "H", "H", "H", "H", "F", "C", "C", "C", "C", "C", "C", "H", "H", "H", "H", "H", "F", "C", "C", "C", "C", "C", "C", "H", "H", "H", "H", "H", "F", "C", "C", "C", "C", "C", "C", "H", "H", "H", "H", "H"],
  "xyz": [[2.95189, -1.01822, 1.56783], [3.10937, -0.29190, 0.23229], [1.89995, 0.48171, -0.11626], [2.13259, 1.72214, -0.72533], [2.15896, 1.65787, -2.03778], [1.95933, 0.49301, -2.67165], [0.81632, -0.37572, -2.23829], [0.99305, -1.73887, -2.22740], [-0.37725, 0.23287, -1.94965], [1.88846, 0.87997, -4.14293], [1.55054, 2.35905, -4.03975], [1.66411, 3.32467, -5.29994], [1.72911, 2.66721, -6.48853], [1.64277, 4.88331, -5.14368], [0.20268, 5.37325, -4.87422], [2.38283, 2.75524, -2.84911], [3.80828, 3.02727, -3.19224], [4.82823, 2.34355, -2.28988], [5.12801, 0.92741, -2.73595], [5.02301, 0.53323, -3.85860], [5.54107, 0.15842, -1.71911], [2.30449, 2.99555, 0.03243], [2.59409, 2.70731, 1.49890], [1.06825, 3.90985, -0.10722], [-0.26581, 3.17902, -0.19266], [1.90832, -1.09555, 1.88183], [3.53767, -0.55162, 2.36078], [3.31388, -2.04132, 1.46351], [3.29988, -1.01456, -0.56427], [3.97001, 0.38393, 0.25426], [1.25358, 0.58724, 0.65467], [0.76815, -2.17360, -3.06044], [-0.76864, -0.06912, -1.12324], [1.14907, 0.27320, -4.66518], [2.86053, 0.69568, -4.60463], [0.50797, 2.45161, -3.69544], [1.62784, 3.23602, -7.26172], [2.05426, 5.37527, -6.03162], [2.25715, 5.17515, -4.28591], [0.18455, 6.42693, -4.59401], [-0.45398, 5.21638, -5.73245], [-0.23645, 4.82109, -4.03580], [4.00140, 2.67731, -4.21185], [3.96474, 4.10614, -3.18679], [4.55798, 2.33909, -1.23340], [5.77094, 2.89615, -2.35500], [5.65803, -0.74431, -2.06387], [3.15336, 3.53206, -0.39470], [2.77502, 3.65150, 2.00774], [1.72612, 2.25108, 1.98492], [3.44357, 2.03919, 1.64911], [1.19017, 4.56133, -0.97509], [1.05993, 4.54890, 0.78037], [-0.36019, 2.59545, -1.11098], [-0.45572, 2.55373, 0.68609], [-1.06590, 3.92145, -0.21899], [0.35706, -7.89975, -5.08012], [-0.12374, -6.74487, -4.58739], [-0.81353, -5.89831, -5.43362], [-1.30717, -4.70886, -4.91737], [-1.10524, -4.38772, -3.58108], [-0.40475, -5.25718, -2.75391], [0.09225, -6.45176, -3.25459], [-0.95518, -6.17382, -6.46943], [-1.85421, -4.03436, -5.56315], [-1.49766, -3.46039, -3.18120], [-0.24463, -5.00714, -1.71277], [0.63314, -7.15087, -2.63149], [1.85873, -3.37930, 3.04733], [2.58036, -4.47425, 3.40179], [3.91928, -4.31292, 3.69192], [4.65404, -5.43824, 4.04069], [4.04707, -6.68565, 4.08771], [2.69742, -6.81199, 3.78696], [1.94662, -5.69754, 3.44111], [4.37158, -3.33134, 3.64553], [5.70513, -5.33635, 4.27616], [4.62575, -7.55832, 4.35831], [2.21948, -7.78209, 3.81716], [0.89538, -5.77384, 3.20603], [-2.30451, 4.66280, 2.03296], [-3.49113, 4.63670, 1.37288], [-4.25058, 5.78661, 1.33271], [-5.45443, 5.75084, 0.64324], [-5.87487, 4.58511, 0.01712], [-5.08879, 3.44314, 0.07926], [-3.88173, 3.46216, 0.76420], [-3.90427, 6.68129, 1.83138], [-6.06653, 6.64155, 0.59679], [-6.81619, 4.56662, -0.51485], [-5.41663, 2.53065, -0.40079], [-3.25137, 2.58579, 0.83481], [-1.69832, 8.67985, -4.68553], [-1.15568, 8.93040, -5.89713], [0.15893, 9.34716, -5.95996], [0.71382, 9.59431, -7.20819], [-0.04307, 9.42674, -8.35976], [-1.36320, 9.00773, -8.26360], [-1.93257, 8.75238, -7.02378], [0.72589, 9.47852, -5.04815], [1.74222, 9.92359, -7.27822], [0.39317, 9.62656, -9.32895], [-1.95859, 8.88177, -9.15818], [-2.95794, 8.42362, -6.92400], [-4.85482, 3.26508, 4.71794], [-3.83551, 2.52648, 5.20234], [-4.08613, 1.63529, 6.22640], [-3.02999, 0.87822, 6.71378], [-1.75526, 1.02186, 6.18233], [-1.53592, 1.92880, 5.15429], [-2.58096, 2.69185, 4.65099], [-5.08597, 1.54439, 6.62793], [-3.20634, 0.17297, 7.51515], [-0.93691, 0.43100, 6.57134], [-0.54200, 2.05099, 4.74148], [-2.43404, 3.40190, 3.85031], [6.33309, -4.21664, 0.48404], [5.29792, -4.33577, -0.36926], [4.59620, -3.19807, -0.71847], [3.52826, -3.31946, -1.59920], [3.17840, -4.56307, -2.10752], [3.90078, -5.68874, -1.73539], [4.97300, -5.58366, -0.86048], [4.88746, -2.24455, -0.29337], [2.95999, -2.44597, -1.89205], [2.34314, -4.65452, -2.79001], [3.62916, -6.66011, -2.12710], [5.55083, -6.44662, -0.55998], [1.46603, 4.96497, 3.40757], [1.71286, 5.77560, 4.47206], [2.41741, 5.26221, 5.53980], [2.66467, 6.09656, 6.62143], [2.20626, 7.40651, 6.61698], [1.49746, 7.88953, 5.52560], [1.24412, 7.07107, 4.43348], [2.75801, 4.23585, 5.52267], [3.21738, 5.71785, 7.47074], [2.39991, 8.04992, 7.46417], [1.13547, 8.90893, 5.52184], [0.69519, 7.42334, 3.57099], [-0.22599, -7.56190, 2.15615], [-1.54466, -7.66531, 1.86279], [-2.25150, -6.51253, 1.58854], [-3.60233, -6.62670, 1.28835], [-4.21405, -7.87203, 1.26910], [-3.47506, -9.01241, 1.55165], [-2.12340, -8.91721, 1.85163], [-1.75104, -5.55380, 1.61441], [-4.17734, -5.73625, 1.06975], [-5.26655, -7.95925, 1.03806], [-3.95419, -9.98239, 1.54207], [-1.52477, -9.79025, 2.07209], [-7.15255, -9.88758, 2.26902], [-7.54419, -8.99479, 3.20471], [-7.76161, -7.68851, 2.81842], [-8.15739, -6.76935, 3.77938], [-8.32947, -7.16688, 5.09824], [-8.10254, -8.48883, 5.45706], [-7.70568, -9.41990, 4.50724], [-7.62129, -7.40476, 1.78418], [-8.33267, -5.74038, 3.49424], [-8.63937, -6.44861, 5.84507], [-8.23346, -8.80122, 6.48462], [-7.52647, -10.45518, 4.76252]],
  "lowdin_charge": [-0.049, -0.211, 0.035, 0.029, -0.293, 0.181, -0.729, 0.163, 0.188, -0.015, -0.126, -0.455, 0.187, -0.134, -0.082, 0.048, -0.102, -0.054, -0.522, 0.128, 0.111, -0.275, -0.024, -0.174, -0.077, 0.079, 0.084, 0.054, 0.063, 0.105, 0.127, 0.114, 0.124, 0.146, 0.120, 0.160, 0.122, 0.109, 0.092, 0.065, 0.084, 0.071, 0.134, 0.125, 0.102, 0.148, 0.132, 0.132, 0.079, 0.089, 0.079, 0.108, 0.107, 0.059, 0.079, 0.071, 0.068, -0.280, -0.008, -0.081, -0.112, -0.096, -0.018, 0.121, 0.106, 0.098, 0.109, 0.121, 0.031, -0.277, -0.024, -0.080, -0.088, -0.072, -0.014, 0.112, 0.107, 0.103, 0.107, 0.099, 0.024, -0.292, -0.009, -0.073, -0.087, -0.078, -0.030, 0.120, 0.109, 0.104, 0.106, 0.110, 0.048, -0.299, -0.027, -0.083, -0.094, -0.080, -0.017, 0.117, 0.105, 0.103, 0.107, 0.118, 0.058, -0.281, -0.013, -0.081, -0.098, -0.087, -0.012, 0.119, 0.106, 0.100, 0.096, 0.093, 0.062, -0.278, -0.032, -0.073, -0.075, -0.065, -0.002, 0.097, 0.071, 0.087, 0.108, 0.123, 0.022, -0.280, -0.019, -0.077, -0.087, -0.076, -0.016, 0.115, 0.108, 0.105, 0.108, 0.117, 0.038, -0.282, -0.023, -0.080, -0.088, -0.069, -0.011, 0.112, 0.104, 0.088, 0.109, 0.119, 0.048, -0.289, -0.029, -0.083, -0.095, -0.080, -0.014, 0.111, 0.104, 0.101, 0.106, 0.119],
  "e_homo_ev": -10.43,
  "max_force_ev_per_a": 1.8,
  "charge": 1,
  "orbital_gap_ev": 8.47
}